{"formula": "C9H22BN2O2", "method": "ωB97M-V/def2-TZVPD", "symbols": ["B", "C", "C", "C", "C", "C", "C", "C", "C", "C", "N", "N", "O", "O", "H", "H", "H", "H", "H", "H", "H", "H", "H", "H", "H", "H", "H", "H", "H", "H", "H", "H", "H", "H", "H", "H"], "positions_angstrom": [[3.72540, -0.14428, -0.04646], [-2.39174, -0.64866, 1.12512], [-2.28811, 1.24995, -0.21760], [-0.96278, -1.14521, 0.61539], [-0.86457, 0.84685, -0.80835], [2.49476, 1.56488, 1.32562], [1.37391, -1.07480, -1.41128], [-3.52139, -0.61375, -1.04753], [2.34095, 0.67940, -0.00100], [1.33344, -0.38728, -0.01699], [-2.99798, 0.06307, 0.12137], [-0.14179, 0.07854, 0.23828], [4.62792, 0.24989, -0.99531], [3.99204, -1.11920, 0.77456], [-2.88544, -1.49834, 1.47879], [-2.01739, 0.01554, 1.87241], [-2.25238, 2.03074, 0.53276], [-2.71786, 1.75607, -1.05791], [-0.62968, -1.61569, 1.50959], [-0.97193, -1.84591, -0.19628], [-1.03018, 0.09561, -1.58707], [-0.15658, 1.64558, -1.01210], [2.94386, 0.90565, 2.05524], [1.53802, 1.95520, 1.79154], [3.28951, 2.25934, 1.06750], [0.85310, -0.59379, -2.15929], [1.17800, -2.10995, -1.49656], [2.32842, -1.00756, -1.77743], [-3.88256, -1.63744, -0.75046], [-4.35369, -0.10293, -1.36388], [-2.70459, -0.57942, -1.80889], [2.19429, 1.27503, -0.91027], [1.48404, -1.11330, 0.81629], [-0.19992, 0.78818, 1.06428], [5.50044, -0.23396, -0.96890], [4.83150, -1.59274, 0.74180]], "smiles": "C[C@@H](B(O)O)[C@H](C)[NH+]1CCN(C)CC1", "charge": 1, "max_force_ev_per_a": 4.3}

{"formula": "C28H47N8O7", "method": "ωB97M-V/def2-TZVPD", "symbols": ["C", "C", "C", "C", "C", "C", "N", "O", "C", "C", "C", "H", "H", "H", "H", "H", "H", "H", "H", "H", "H", "H", "H", "H", "H", "H", "H", "H", "H", "N", "C", "C", "C", "C", "H", "H", "H", "H", "H", "N", "C", "C", "C", "C", "H", "H", "H", "H", "H", "N", "C", "C", "C", "C", "H", "H", "H", "H", "H", "N", "C", "C", "C", "C", "H", "H", "H", "H", "H", "C", "N", "O", "O", "H", "H", "H", "C", "N", "O", "O", "H", "H", "H", "C", "N", "O", "O", "H", "H", "H"], "positions_angstrom": [[3.23241, -2.97646, -0.49664], [2.32541, -1.99346, 0.41736], [3.21441, -1.48846, 1.54436], [2.74941, -0.32146, 2.34936], [2.53941, 0.81554, 1.32536], [1.49441, 0.38754, 0.22336], [1.71641, -0.88046, -0.35964], [1.35341, -1.03146, -1.57964], [1.53341, 1.63854, -0.92864], [0.10341, 0.35354, 1.00736], [1.09241, -2.88646, 0.95336], [2.63741, -3.56446, -1.30964], [3.56541, -3.89446, -0.02064], [3.97941, -2.17946, -1.11464], [4.19041, -1.26746, 1.01836], [3.49241, -2.28946, 2.24236], [3.57841, -0.13246, 3.10436], [1.87741, -0.57246, 2.80236], [3.40841, 0.87054, 0.93836], [2.42241, 1.83654, 1.65736], [2.30241, 1.92854, -1.50464], [1.22041, 2.60054, -0.60164], [0.82741, 1.52854, -1.67764], [0.02041, -0.40146, 1.78636], [-0.75559, 0.13554, 0.29736], [0.08341, 1.39354, 1.39836], [0.44941, -2.43746, 1.94036], [1.45841, -3.56746, 1.59436], [0.84141, -3.28246, -0.03264], [2.36641, 2.30654, 4.55836], [2.78541, 3.46954, 3.82936], [1.55441, 4.05854, 3.13436], [0.31441, 3.06754, 3.53636], [1.01741, 1.95254, 4.37736], [3.03741, 1.69854, 5.09936], [3.78341, 3.94554, 3.87036], [1.51341, 4.87754, 2.59736], [-0.82759, 2.89854, 3.54836], [0.63541, 1.05254, 4.78936], [-2.55459, 2.52554, -0.38764], [-3.36659, 2.74554, 0.72236], [-2.77159, 3.94654, 1.35436], [-1.40759, 4.23254, 0.64036], [-1.51659, 3.39754, -0.62864], [-2.82359, 2.12054, -1.39364], [-4.31059, 2.17854, 1.03136], [-3.20159, 4.42254, 2.32436], [-0.79859, 5.08154, 0.91636], [-0.81459, 3.28954, -1.35964], [-4.07159, 0.98554, -2.84564], [-2.99059, 1.59354, -3.48364], [-1.71559, 0.86654, -3.04364], [-2.25559, -0.27546, -2.14564], [-3.78659, -0.10146, -2.00364], [-5.08359, 1.18254, -2.84264], [-3.15659, 2.33154, -4.25064], [-0.80159, 1.24454, -3.40164], [-1.75959, -1.04246, -1.54864], [-4.76859, -0.51646, -1.47464], [-0.91059, -4.92146, -5.07164], [-0.04259, -6.02046, -5.48164], [0.66441, -6.44846, -4.30164], [0.40341, -5.35946, -3.19564], [-0.73259, -4.46546, -3.76464], [-1.53059, -4.38246, -5.50864], [0.14341, -6.25746, -6.50864], [1.36941, -7.25446, -4.33164], [0.75741, -5.27346, -2.25264], [-1.18659, -3.41046, -3.23864], [2.76441, 6.09654, -2.79064], [1.86941, 4.97754, -2.80064], [2.10241, 4.08654, -3.52064], [0.94141, 5.04754, -1.96764], [2.25841, 7.01654, -2.49064], [3.20341, 6.52754, -3.54064], [3.59441, 5.93354, -2.17964], [-2.90159, -5.10146, -0.09564], [-2.87159, -3.69346, 0.33336], [-1.78159, -3.16446, 0.46036], [-3.98259, -3.05346, 0.29436], [-3.43559, -5.17746, -1.00164], [-3.47359, -5.48846, 0.69336], [-1.95259, -5.56646, -0.16264], [-2.32959, 0.18954, 4.04536], [-1.81759, -1.11346, 4.51136], [-2.62459, -1.97746, 4.89036], [-0.67359, -1.29946, 4.21536], [-1.53459, 0.83954, 4.65536], [-3.38759, 0.34854, 4.53736], [-2.08059, 0.50754, 3.07536]], "charge": 1, "max_force_ev_per_a": 11.2}

The LUMO level results, record by record, are as follows: -2.47 -5.61 eV.
The energy above the lowest of the compared OMol25 structures with the same formula, charge and spin results, record by record, are as follows: 0.0000 2.3038 eV.